Record 1
Formula: C28H26Cl6IrN2O2Se
Source: the OMol25 dataset
Level of theory: ωB97M-V/def2-TZVPD

E_HOMO (alpha / beta), eV: -14.192 / -14.171
<S²>: 0.76
2S+1: 2
Net charge: +2
Kohn-Sham gap (alpha / beta), Ha: 0.22101 / 0.18502
M, g/mol: 906.42

```
66
C28H26Cl6IrN2O2Se, DFT ωB97M-V/def2-TZVPD
Ir 2.063 -0.261 -0.340
Cl 3.219 -2.153 -1.452
C 4.157 -1.945 0.041
C 3.452 -1.100 0.864
C 3.841 -0.977 2.183
Cl 2.944 0.020 3.256
C 5.006 -1.640 2.598
Cl 5.533 -1.471 4.209
C 5.736 -2.442 1.705
Cl 7.143 -3.243 2.227
C 5.297 -2.628 0.385
Cl 6.076 -3.656 -0.723
C -1.744 -4.363 -0.299
C -0.743 -4.180 -1.440
C -1.128 -3.125 -2.481
C -0.789 -1.687 -2.106
N -1.512 -1.203 -0.920
C -1.060 -1.044 0.333
Se 0.666 -1.509 0.992
N -2.079 -0.732 1.147
C -2.024 -0.370 2.576
C -2.383 1.095 2.805
C -1.474 2.092 2.094
C -0.057 2.113 2.650
C -3.240 -0.682 0.390
C -4.570 -0.450 0.748
C -5.493 -0.492 -0.270
C -5.118 -0.751 -1.605
C -3.812 -0.999 -1.957
C -2.877 -0.968 -0.922
H -1.482 -5.231 0.304
H -2.748 -4.528 -0.691
H -1.795 -3.506 0.378
H -0.646 -5.136 -1.956
H 0.257 -3.959 -1.045
H -2.191 -3.212 -2.718
H -0.593 -3.317 -3.414
H -1.019 -0.996 -2.917
H 0.275 -1.598 -1.900
H -1.020 -0.589 2.936
H -2.714 -1.032 3.100
H -2.333 1.261 3.884
H -3.420 1.267 2.516
H -1.917 3.083 2.199
H -1.462 1.889 1.015
H -0.067 2.338 3.718
H 0.547 2.872 2.156
H 0.458 1.159 2.517
H -4.868 -0.261 1.769
H -6.536 -0.325 -0.044
H -5.883 -0.764 -2.369
H -3.535 -1.208 -2.980
Cl 2.131 7.784 -2.494
C 2.054 6.123 -2.092
C 2.136 5.742 -0.753
C 2.076 4.406 -0.428
C 1.931 3.452 -1.443
C 1.855 3.846 -2.785
C 1.915 5.182 -3.111
C 1.866 2.055 -1.124
O 1.697 1.114 -1.958
O 1.993 1.642 0.126
H 2.248 6.498 0.011
H 2.149 4.094 0.605
H 1.752 3.096 -3.559
H 1.860 5.510 -4.139
```

Atomic partial charges in e from the natural (NBO) method, atoms 1 to 8:
1 Ir 0.930
2 Cl 0.168
3 C 0.012
4 C -0.228
5 C -0.090
6 Cl 0.085
7 C -0.069
8 Cl 0.134

Record 2
Formula: C2H6O2
Source: the OMol25 dataset
Level of theory: ωB97M-V/def2-TZVPD

SMILES string: C=CO.O
E_HOMO, eV: -8.942
2S+1: 1
Net charge: 0
Kohn-Sham gap, Ha: 0.34804
M, g/mol: 62.07

```
10
C2H6O2, DFT ωB97M-V/def2-TZVPD
C -0.123 1.567 -0.149
C 0.476 0.998 0.895
O 1.084 -0.223 0.923
H -0.492 2.573 -0.059
H -0.155 0.998 -1.071
H 0.632 1.610 1.780
H 0.418 -0.860 0.584
H 0.010 -2.679 -1.067
H -1.297 -1.969 -1.200
O -0.552 -2.015 -0.634
```

Atomic partial charges in e from the natural (NBO) method, atoms 1 to 8:
1 C -0.523
2 C 0.154
3 O -0.717
4 H 0.209
5 H 0.196
6 H 0.159
7 H 0.508
8 H 0.481

Record 3
Formula: C4H7NO2
Source: the OMol25 dataset
Level of theory: ωB97M-V/def2-TZVPD

SMILES string: NC(=O)CCC=O
E_HOMO, eV: -9.872
2S+1: 1
Net charge: 0
Kohn-Sham gap, Ha: 0.38618
M, g/mol: 101.10

```
14
C4H7NO2, DFT ωB97M-V/def2-TZVPD
O -1.131 0.176 -2.888
C -0.592 -0.215 -1.862
C -0.094 0.900 -0.841
C -0.565 0.467 0.581
C 0.401 -0.298 1.479
N 1.693 0.091 1.373
O 0.036 -1.305 2.066
H -0.419 -1.354 -1.714
H -0.597 1.687 -1.415
H 1.060 0.925 -0.942
H -1.520 -0.072 0.528
H -0.842 1.408 1.148
H 2.474 -0.370 1.843
H 1.864 1.049 1.374
```

Atomic partial charges in e from the natural (NBO) method, atoms 1 to 8:
1 O -0.533
2 C 0.429
3 C -0.514
4 C -0.521
5 C 0.669
6 N -0.830
7 O -0.585
8 H 0.132

Record 4
Formula: C23H28N4O2
Source: the OMol25 dataset
Level of theory: ωB97M-V/def2-TZVPD

SMILES string: Cn1cc(CN2CCN(CCO)CC2)c(-c2ccc(Oc3ccccc3)cc2)n1
E_HOMO, eV: -7.883
2S+1: 1
Net charge: 0
Kohn-Sham gap, Ha: 0.31602
M, g/mol: 392.50

```
57
C23H28N4O2, DFT ωB97M-V/def2-TZVPD
C 3.583 4.723 1.096
N 2.578 3.703 1.170
C 2.581 2.596 1.939
C 1.416 1.907 1.676
C 0.754 2.702 0.704
N 1.483 3.779 0.428
C -0.536 2.495 0.063
C -1.274 3.599 -0.363
C -2.502 3.434 -0.967
C -3.017 2.156 -1.159
C -2.289 1.048 -0.738
C -1.056 1.218 -0.137
H -0.481 0.357 0.166
H -2.693 0.056 -0.878
O -4.279 2.062 -1.695
C -4.599 1.042 -2.547
C -3.680 0.439 -3.399
C -4.101 -0.543 -4.277
C -5.430 -0.926 -4.322
C -6.348 -0.313 -3.484
C -5.939 0.665 -2.599
H -6.641 1.155 -1.942
H -7.388 -0.601 -3.518
H -5.751 -1.693 -5.010
H -3.381 -1.007 -4.936
H -2.645 0.747 -3.378
H -3.083 4.283 -1.293
H -0.865 4.586 -0.214
C 0.962 0.649 2.336
N 1.072 -0.508 1.456
C 2.445 -0.778 1.070
C 2.486 -1.943 0.076
N 1.865 -3.155 0.581
C 0.522 -2.838 1.028
C 0.478 -1.693 2.046
H -0.562 -1.473 2.301
H 1.002 -1.994 2.973
H 0.061 -3.733 1.450
H -0.048 -2.538 0.144
C 2.667 -3.891 1.541
H 2.004 -4.586 2.068
C 3.746 -4.716 0.826
O 4.426 -5.579 1.705
H 3.791 -6.191 2.094
H 4.518 -4.069 0.407
H 3.278 -5.274 0.004
H 3.152 -3.256 2.297
H 3.517 -2.156 -0.204
H 1.935 -1.651 -0.823
H 2.852 0.116 0.594
H 3.070 -1.009 1.953
H 1.548 0.502 3.262
H -0.094 0.748 2.611
H 3.386 2.379 2.613
H 3.244 5.467 0.377
H 3.725 5.197 2.069
H 4.535 4.305 0.763
```

Atomic partial charges in e from the natural (NBO) method, atoms 1 to 8:
1 C -0.405
2 N -0.159
3 C -0.042
4 C -0.147
5 C 0.183
6 N -0.278
7 C -0.108
8 C -0.159

Record 5
Formula: C37H32Cl2O2P
Source: the OMol25 dataset
Level of theory: ωB97M-V/def2-TZVPD

E_HOMO, eV: -10.698
2S+1: 1
Net charge: +1
Kohn-Sham gap, Ha: 0.26621
M, g/mol: 610.54

```
74
C37H32Cl2O2P, DFT ωB97M-V/def2-TZVPD
Cl -6.012 2.998 -3.622
C -4.517 2.322 -3.104
C -4.473 0.968 -2.767
C -3.251 0.406 -2.348
C -2.106 1.165 -2.159
C -0.885 0.403 -1.514
C 0.377 1.101 -2.101
C 1.543 0.513 -2.524
C 2.836 1.180 -2.733
C 4.033 0.417 -2.829
C 5.274 1.003 -3.011
C 5.385 2.389 -3.141
Cl 6.939 3.105 -3.236
C 4.234 3.185 -3.051
C 2.964 2.592 -2.870
C -2.145 2.506 -2.571
C -3.358 3.101 -3.016
H -5.353 0.323 -2.847
H -3.210 -0.646 -2.061
H -0.950 -0.629 -1.929
H 0.319 2.187 -2.177
H 1.608 -0.596 -2.563
H 3.949 -0.672 -2.775
H 6.173 0.388 -3.031
H 4.356 4.258 -3.096
H 2.069 3.202 -2.880
H -1.307 3.204 -2.464
H -3.410 4.154 -3.318
C -4.306 3.270 0.674
C -3.053 2.755 1.332
O -2.775 1.481 0.637
C -1.577 1.010 0.990
C -1.067 -0.096 0.018
P -0.178 -1.274 1.261
C -0.689 -2.061 2.901
C -0.215 -3.336 3.316
C -0.517 -3.850 4.587
C -1.286 -3.110 5.489
C -1.754 -1.855 5.093
C -1.442 -1.332 3.842
C 0.227 -2.743 0.263
C 1.496 -2.915 -0.303
C 1.743 -4.043 -1.081
C 0.745 -4.994 -1.285
C -0.515 -4.820 -0.716
C -0.777 -3.702 0.068
C 1.355 -0.404 1.755
C 2.046 -0.501 2.978
C 3.187 0.284 3.190
C 3.662 1.139 2.187
C 2.967 1.236 0.976
C 1.805 0.495 0.793
O -1.015 1.355 2.012
H -4.664 4.206 1.122
H -4.082 3.437 -0.388
H -5.130 2.546 0.762
H -2.195 3.421 1.143
H -3.198 2.571 2.410
H -1.953 -0.694 -0.170
H 0.404 -3.952 2.656
H -0.141 -4.838 4.886
H -1.505 -3.509 6.493
H -2.360 -1.269 5.783
H -1.779 -0.326 3.601
H 2.285 -2.190 -0.117
H 2.722 -4.181 -1.520
H 0.952 -5.887 -1.879
H -1.292 -5.556 -0.866
H -1.746 -3.578 0.541
H 1.696 -1.164 3.767
H 3.726 0.234 4.140
H 4.580 1.726 2.331
H 3.320 1.879 0.172
H 1.210 0.612 -0.105
```

Atomic partial charges in e from the Mulliken method, atoms 1 to 8:
1 Cl -0.197
2 C 0.508
3 C -1.036
4 C -0.210
5 C 0.135
6 C 0.900
7 C -0.823
8 C -0.577

Record 6
Formula: C44H45N10ORbS3Se
Source: the OMol25 dataset
Level of theory: ωB97M-V/def2-TZVPD

E_HOMO (alpha / beta), eV: -6.834 / -6.872
2S+1: 1
Net charge: 0
Kohn-Sham gap (alpha / beta), Ha: 0.24393 / 0.24531
M, g/mol: 990.54

```
105
C44H45N10ORbS3Se, DFT ωB97M-V/def2-TZVPD
Rb -0.156 2.572 -1.687
C 0.456 2.776 -5.636
C -0.926 3.318 -5.246
N -1.588 2.496 -4.249
C -2.103 1.213 -4.686
C -1.007 0.120 -4.658
N -0.133 0.346 -3.536
C 1.272 0.060 -3.671
C 1.981 1.165 -4.518
N 1.257 2.423 -4.470
H 0.943 3.535 -6.260
H 0.334 1.889 -6.257
H -1.522 3.426 -6.171
H -0.791 4.309 -4.819
H -2.315 3.036 -3.802
H -2.548 1.252 -5.694
H -2.884 0.916 -3.982
H -0.412 0.155 -5.570
H -1.498 -0.865 -4.643
H -0.528 0.036 -2.660
H 1.484 -0.925 -4.125
H 1.694 0.059 -2.669
H 2.081 0.818 -5.554
H 2.994 1.292 -4.129
H 1.835 3.201 -4.190
N -1.778 1.020 -0.416
S -2.032 -0.009 0.558
N -1.065 -0.186 1.953
S 0.049 -1.199 2.230
N 1.275 -1.424 1.315
S 1.886 -0.101 0.436
N 1.015 0.530 -0.524
C 3.320 -0.906 -0.286
C 4.413 -0.110 -0.599
C 5.439 -0.640 -1.365
C 5.360 -1.949 -1.821
C 4.256 -2.732 -1.514
C 3.227 -2.210 -0.745
C 2.619 0.922 1.722
C 2.162 2.222 1.836
C 2.723 3.047 2.799
C 3.724 2.562 3.628
C 4.172 1.252 3.503
C 3.618 0.421 2.543
C -0.590 -2.856 2.462
C -0.202 -3.887 1.626
C -0.793 -5.132 1.778
C -1.751 -5.331 2.762
C -2.112 -4.293 3.612
C -1.528 -3.047 3.466
C 0.556 -0.827 3.907
C 0.119 0.318 4.547
C 0.564 0.570 5.836
C 1.422 -0.321 6.464
C 1.847 -1.471 5.808
C 1.419 -1.725 4.518
C -2.099 -1.698 -0.101
C -1.114 -2.028 -1.023
C -1.176 -3.249 -1.675
C -2.223 -4.125 -1.414
C -3.209 -3.783 -0.500
C -3.152 -2.562 0.160
C -3.628 0.160 1.392
C -4.564 0.894 0.682
C -5.817 1.110 1.233
C -6.119 0.601 2.490
C -5.168 -0.119 3.200
C -3.914 -0.342 2.650
H 4.448 0.918 -0.257
H 6.295 -0.027 -1.611
H 6.161 -2.358 -2.424
H 4.193 -3.749 -1.880
H 2.351 -2.797 -0.500
H 1.399 2.583 1.155
H 2.386 4.072 2.889
H 4.169 3.211 4.372
H 4.958 0.881 4.149
H 3.959 -0.600 2.420
H 0.549 -3.700 0.872
H -0.509 -5.944 1.123
H -2.219 -6.301 2.870
H -2.848 -4.455 4.389
H -1.785 -2.228 4.128
H -0.557 0.986 4.028
H 0.239 1.465 6.350
H 1.766 -0.119 7.470
H 2.516 -2.164 6.301
H 1.740 -2.610 3.980
H -0.325 -1.310 -1.221
H -0.417 -3.513 -2.401
H -2.277 -5.071 -1.938
H -4.034 -4.457 -0.310
H -3.930 -2.288 0.861
H -4.278 1.305 -0.278
H -6.555 1.683 0.687
H -7.095 0.775 2.922
H -5.402 -0.502 4.185
H -3.157 -0.890 3.192
O -1.713 4.781 -1.271
N -0.881 5.533 -0.663
N 1.515 4.875 -0.431
C 0.430 5.197 -0.680
Se -0.665 7.578 -1.595
C 0.032 6.876 -3.098
N 0.473 6.370 -4.040
```

Atomic partial charges in e from the Mulliken method, atoms 1 to 8:
1 Rb 0.621
2 C -0.817
3 C -0.816
4 N 0.215
5 C -1.007
6 C -1.095
7 N 1.340
8 C 0.651

Record 7
Formula: C3H11NO2S2
Source: the OMol25 dataset
Level of theory: ωB97M-V/def2-TZVPD

E_HOMO, eV: -8.498
2S+1: 1
Net charge: 0
Kohn-Sham gap, Ha: 0.12758
M, g/mol: 157.26

```
19
C3H11NO2S2, DFT ωB97M-V/def2-TZVPD
N 1.282 -0.972 1.026
C 0.707 -0.054 0.022
C 0.482 1.263 0.728
O 1.387 1.371 2.183
C -0.492 -0.621 -0.887
S -1.002 0.571 -2.174
S -1.338 -2.175 2.167
H 0.495 -1.675 1.340
H 1.496 -0.238 1.830
H 1.509 0.120 -0.699
H 1.339 1.947 0.654
H 0.125 1.212 1.901
H -0.423 1.906 0.454
H -0.102 -1.379 -1.493
H -1.397 -0.991 -0.393
H -1.490 -3.544 2.255
H 0.618 1.414 -2.571
H 0.964 2.160 -3.778
O 1.257 2.130 -2.900
```

Atomic partial charges in e from the natural (NBO) method, atoms 1 to 8:
1 N -0.685
2 C -0.088
3 C -0.496
4 O -0.611
5 C -0.556
6 S -0.006
7 S -0.321
8 H 0.352

Record 8
Formula: C11H13Cl2F4IN3O3P
Source: the OMol25 dataset
Level of theory: ωB97M-V/def2-TZVPD

E_HOMO, eV: -6.237
2S+1: 1
Net charge: 0
Kohn-Sham gap, Ha: 0.13601
M, g/mol: 540.02

```
38
C11H13Cl2F4IN3O3P, DFT ωB97M-V/def2-TZVPD
C -0.429 -3.158 2.258
C -1.690 -2.594 1.384
C -1.260 -2.018 -0.126
I -0.981 -3.624 -1.612
C -0.067 -0.902 -0.089
C -0.605 0.634 0.161
C -2.148 1.209 0.397
C -2.728 1.806 -1.023
C -2.563 3.467 -0.909
F -4.150 1.395 -1.123
N 0.726 1.356 0.149
F 0.623 2.695 0.331
C 1.941 0.456 -0.063
N 3.357 0.994 -0.100
C 3.586 1.910 -1.281
O 3.025 3.143 -1.406
F 4.510 1.502 -2.400
C 3.689 1.647 1.224
O 3.791 0.821 2.293
F 3.862 3.098 1.474
N 1.435 -0.970 -0.208
P 2.394 -2.453 -0.432
O 2.544 -2.617 -2.194
Cl 4.413 -2.179 0.300
H -0.297 -2.472 3.199
H -0.750 -4.236 2.660
H 0.597 -3.198 1.699
H -2.113 -1.637 1.960
H -2.593 -3.333 1.267
H -2.236 -1.435 -0.493
H -2.125 2.037 1.226
H -2.787 0.272 0.769
H -2.038 1.374 -1.885
H -3.146 3.893 -1.855
H -3.089 3.843 0.088
H -1.419 3.800 -0.946
H 1.768 -2.160 -2.637
Cl -3.046 -2.367 -2.058
```

Atomic partial charges in e from the natural (NBO) method, atoms 1 to 8:
1 C -0.652
2 C -0.421
3 C -0.468
4 I 0.304
5 C 0.213
6 C 0.166
7 C -0.478
8 C 0.212

Record 9
Formula: C30H35F6N4O5S8Yb
Source: the OMol25 dataset
Level of theory: ωB97M-V/def2-TZVPD

E_HOMO (alpha / beta), eV: -12.286 / -12.286
<S²>: 0.75
2S+1: 2
Net charge: +2
Kohn-Sham gap (alpha / beta), Ha: 0.25602 / 0.25207
M, g/mol: 1075.20

```
89
C30H35F6N4O5S8Yb, DFT ωB97M-V/def2-TZVPD
Yb 0.013 -0.213 0.387
C -0.310 -4.362 0.940
C 0.484 -3.883 2.141
S -0.051 -2.277 2.823
C -1.635 -2.707 3.643
C -2.906 -2.559 2.791
S -2.452 -1.898 1.159
C -4.063 -1.620 0.359
C -3.849 -0.726 -0.858
S -2.215 -0.854 -1.679
C -2.139 -2.568 -2.321
C -1.671 -3.654 -1.363
S -0.112 -3.240 -0.492
H -1.372 -4.419 1.173
H 0.044 -5.345 0.631
H 1.535 -3.736 1.894
H 0.426 -4.614 2.947
H -1.666 -2.022 4.487
H -1.528 -3.719 4.026
H -3.617 -1.870 3.247
H -3.396 -3.517 2.627
H -4.737 -1.143 1.071
H -4.474 -2.588 0.073
H -3.871 0.326 -0.575
H -4.616 -0.903 -1.611
H -1.459 -2.493 -3.170
H -3.130 -2.813 -2.702
H -1.486 -4.563 -1.937
H -2.422 -3.859 -0.604
F 2.880 3.612 2.436
C 1.813 2.932 2.783
F 0.715 3.552 2.343
F 1.750 2.776 4.085
S 1.743 1.282 1.947
O 1.631 1.532 0.519
O 0.499 0.687 2.421
N 3.015 0.507 2.394
S 3.063 -0.966 1.813
O 1.869 -1.202 0.976
O 3.379 -1.985 2.739
C 4.392 -0.879 0.524
F 4.324 -1.994 -0.192
F 5.595 -0.729 1.016
F 4.082 0.167 -0.243
N -2.693 3.454 1.607
C -3.413 3.306 2.815
C -4.092 4.388 3.345
C -4.826 4.243 4.517
C -4.884 3.017 5.151
C -4.198 1.929 4.620
C -3.461 2.082 3.463
S -2.595 0.677 2.787
N -1.953 1.240 1.315
C -2.059 2.470 0.939
C -1.422 2.822 -0.358
C -1.550 4.074 -0.944
C -0.914 4.332 -2.147
C -0.172 3.327 -2.735
C -0.105 2.103 -2.092
N -0.714 1.840 -0.937
H -2.698 4.380 1.221
H -4.050 5.346 2.841
H -5.353 5.095 4.923
H -5.463 2.891 6.055
H -4.235 0.963 5.109
H -2.133 4.861 -0.489
H -1.005 5.303 -2.616
H 0.339 3.482 -3.674
H 0.457 1.285 -2.519
C 7.051 0.293 -4.568
C 5.716 -0.164 -4.061
C 5.405 -1.518 -3.971
C 4.165 -1.934 -3.513
C 3.222 -0.982 -3.160
C 3.502 0.373 -3.244
C 4.749 0.773 -3.683
S 1.603 -1.578 -2.699
C 0.787 -1.048 -4.235
O 1.015 -0.647 -1.642
H 7.740 -0.541 -4.685
H 7.497 1.020 -3.889
H 6.935 0.781 -5.537
H 6.139 -2.258 -4.262
H 3.930 -2.989 -3.431
H 2.764 1.107 -2.939
H 4.982 1.829 -3.741
H 1.130 -0.053 -4.511
H -0.293 -1.059 -4.091
H 1.075 -1.764 -5.004
```

Atomic partial charges in e from the Mulliken method, atoms 1 to 8:
1 Yb -0.010
2 C -0.826
3 C -0.863
4 S 0.349
5 C -0.973
6 C -1.068
7 S -0.058
8 C -1.014

Record 10
Formula: C4H6O2
Source: the OMol25 dataset
Level of theory: ωB97M-V/def2-TZVPD

SMILES string: CC(C=O)C=O
E_HOMO, eV: -9.923
2S+1: 1
Net charge: 0
Kohn-Sham gap, Ha: 0.38427
M, g/mol: 86.09

```
12
C4H6O2, DFT ωB97M-V/def2-TZVPD
C -0.801 0.311 -1.077
C -0.085 -0.319 0.123
C -0.292 0.398 1.450
O 0.376 0.177 2.430
C 1.409 -0.537 -0.122
O 1.886 -0.653 -1.222
H -1.317 1.233 -0.787
H -0.070 0.548 -1.855
H -1.540 -0.363 -1.515
H 2.029 -0.598 0.791
H -0.474 -1.335 0.307
H -1.121 1.139 1.476
```

Atomic partial charges in e from the natural (NBO) method, atoms 1 to 8:
1 C -0.616
2 C -0.458
3 C 0.454
4 O -0.513
5 C 0.451
6 O -0.511
7 H 0.210
8 H 0.242